Formula: C27H31N6O4Tc
Source: OMol25
Level of theory: the ωB97M-V functional and the def2-TZVPD basis

**Spin multiplicity**: 2
**HOMO energy (alpha / beta)**: -0.372 / -0.378 Eh
**ΔE to the lowest compared entry with this formula, charge and spin**: 1.155 eV
**Lowest unoccupied orbital energy (alpha / beta)**: -3.89 / -3.47 eV
**Expectation value of S²**: 0.76
**Energy**: -47826.804 eV
**Net charge**: +1
**Kohn-Sham gap (alpha / beta)**: 6.244 / 6.809 eV

Structure (XYZ):
```
69
C27H31N6O4Tc | OMol25 | the ωB97M-V functional and the def2-TZVPD basis
Tc 0.24 0.83 -1.65
O 1.74 1.14 -0.44
C 2.03 2.38 -0.05
C 2.33 2.63 1.30
C 2.64 3.90 1.72
C 2.72 4.96 0.81
C 2.49 4.73 -0.52
C 2.12 3.45 -0.97
C 2.06 3.16 -2.37
N 1.43 2.14 -2.85
C 1.85 1.57 -4.13
C 2.27 0.14 -3.79
N 1.09 -0.45 -3.15
C 0.42 -1.32 -3.81
C -0.97 -1.59 -3.57
C -1.55 -2.81 -3.95
C -2.90 -3.03 -3.80
C -3.71 -1.99 -3.32
C -3.18 -0.76 -3.00
C -1.80 -0.55 -3.10
O -1.31 0.65 -2.76
H 2.29 1.80 1.99
H 2.84 4.08 2.77
H 2.98 5.96 1.16
H 2.58 5.53 -1.24
H 2.68 3.76 -3.04
H 2.68 2.14 -4.57
H 1.01 1.55 -4.82
H 3.10 0.15 -3.08
H 2.56 -0.42 -4.68
H 0.90 -1.82 -4.65
H -0.91 -3.60 -4.35
H -3.34 -3.98 -4.06
H -4.77 -2.15 -3.22
H -3.79 0.06 -2.65
O -1.96 2.43 1.31
C -1.38 1.76 0.48
O -0.81 2.19 -0.59
C -1.20 0.24 0.78
C -2.50 -0.43 1.10
C -2.65 -1.74 0.85
C -1.63 -2.47 0.15
C -0.64 -1.76 -0.44
N -0.51 -0.40 -0.30
H -3.27 0.18 1.54
H -3.58 -2.23 1.12
H -1.71 -3.53 -0.03
H 0.07 -2.22 -1.11
C 0.11 -1.19 5.31
N -0.61 -0.60 4.18
C -1.73 0.26 4.55
C -0.14 -0.66 2.93
N -0.38 0.36 2.08
N 0.60 -1.70 2.54
C 1.70 -1.56 1.58
C 0.38 -3.05 3.04
H 0.19 -0.45 6.09
H 1.11 -1.48 5.00
H -0.42 -2.06 5.70
H -2.33 -0.26 5.29
H -2.34 0.48 3.69
H -1.37 1.20 4.99
H -0.68 1.22 2.54
H 1.57 -2.27 0.77
H 2.64 -1.78 2.09
H 1.72 -0.55 1.17
H -0.56 -3.09 3.58
H 1.19 -3.39 3.67
H 0.30 -3.71 2.18
```

These are the Mulliken partial charges, in e, on atoms 1 to 6:
1. Tc 0.038
2. O -0.975
3. C 1.087
4. C -0.273
5. C -0.645
6. C -0.782